(1)
Here is a molecular structure, C5H6N at a distorted geometry from the Open Molecules 2025 dataset. Energies are from the ωB97M-V functional and the def2-TZVPD basis.

Properties
* E_LUMO (alpha / beta): -5.475 / -5.477 eV
* HOMO level (alpha / beta): -14.27 / -14.27 eV
* F_max: 5.16 eV/A
* charge: +1

Last column: natural (NBO) charge in e.
Positions of all 12 atoms, in Å:
C -1.4331 0.5383 -0.1594  -0.467
C 0.0212 -1.2242 -1.5481  -0.043
H -2.2537 0.1411 0.4362  0.290
C -0.1877 0.2690 0.6457  -0.072
C -0.8251 -0.4010 -1.0609  0.065
H 1.3191 1.0904 -0.6872  0.442
N 1.1805 0.4613 0.0617  -0.556
C 0.5824 -0.8236 -0.1690  0.007
H 1.3571 -2.4087 0.4303  0.295
H -0.3117 0.3054 1.8250  0.299
H 2.0020 0.5260 0.6427  0.468
H -1.4510 1.5259 -0.4171  0.271

(2)
Here is a molecular structure, C5H8FO4Tl at a distorted geometry from the Open Molecules 2025 dataset. Energies are from the ωB97M-V functional and the def2-TZVPD basis.

Properties
* E_LUMO: -2.269 eV
* HOMO level: -5.37 eV
* F_max: 2.38 eV/A

Last column: natural (NBO) charge in e.
Positions of all 19 atoms, in Å:
H -0.6952 -0.1042 -1.5914  0.251
H 0.0680 -1.1573 1.1183  0.246
O -1.0087 -2.1320 -1.7298  -0.474
C -0.9026 -0.9493 -0.9285  -0.150
C 0.7820 3.6267 1.2678  -0.626
F 1.4644 -0.9641 -0.5616  -0.315
H -0.8755 2.6775 0.2827  0.086
O -0.9167 -4.3143 -1.3048  -0.781
C 0.2482 -1.2258 0.0331  0.505
Tl -0.0655 -6.5581 -0.4844  0.957
H 1.8625 3.4872 1.4290  0.191
H -1.8444 -0.8095 -0.3860  0.217
O 0.3861 1.2357 1.0837  -0.982
C -0.5287 -3.1786 -1.0865  1.012
C 0.2050 2.4592 0.4657  -0.032
H 0.2965 3.6942 2.2545  0.190
O 0.2163 -2.8500 -0.0576  -0.554
H 0.6311 4.5843 0.7429  0.175
H 0.6772 2.4785 -0.5470  0.085

(3)
Here is 2 unconnected molecules or ions with the total composition C5H10NO3 from the Open Molecules 2025 dataset. Energies are from the ωB97M-V functional and the def2-TZVPD basis.

Properties
* E_LUMO: 3.475 eV
* HOMO level: -4.89 eV
* F_max: 0.30 eV/A
* charge: -1

Last column: natural (NBO) charge in e.
Positions of all 19 atoms, in Å:
C 1.9995 2.6400 -0.5206  -0.444
H 2.3436 3.3918 0.1783  0.185
C 1.0405 1.7769 -0.2170  -0.141
H 2.0749 -0.7587 -0.6085  0.169
N 0.4691 -1.0794 0.6569  -0.696
H 0.9214 -0.6913 1.4667  0.372
O -1.5842 -1.4892 -0.2198  -0.820
C -0.9236 -1.2962 0.8302  0.869
H 0.8925 0.8442 -2.1510  0.186
H -0.5364 0.6891 -1.1485  0.242
H -3.3920 -1.9314 0.4469  0.494
O -1.3242 -1.2817 2.0203  -0.813
H -3.2413 -1.7846 1.8777  0.494
H 0.5675 1.8038 0.7587  0.201
C 0.9819 -0.7110 -0.6357  -0.196
C 0.5548 0.6879 -1.1207  -0.469
O -3.9553 -2.0010 1.2439  -1.024
H 2.4841 2.6283 -1.4931  0.178
H 0.6273 -1.4375 -1.3646  0.213

(4)
Here is a molecular structure, C42H44N9O17 at a distorted geometry from the Open Molecules 2025 dataset. Energies are from the ωB97M-V functional and the def2-TZVPD basis.

Properties
* E_LUMO: -0.051 eV
* HOMO level: -7.09 eV
* F_max: 14.00 eV/A
* charge: -1

Last column: Löwdin charge in e.
Positions of all 112 atoms, in Å:
H -3.4585 4.9657 -2.5530  0.066
O 3.2545 -5.1373 3.4810  0.061
C -1.5995 -0.1163 6.5110  0.116
C -3.3285 -4.5193 0.3210  -0.090
C 4.2375 -2.9973 -4.3330  -0.018
N 3.7915 0.6117 2.3890  -0.154
H -5.4305 -5.6343 3.0030  0.033
N -0.4615 0.6037 -0.3240  -0.560
C 3.4105 -1.8223 -4.7810  -0.094
C 5.0975 0.7957 2.4110  -0.270
O 2.6425 -0.4563 -6.6290  0.022
H -1.6825 3.2747 -1.8880  0.105
O 5.8145 0.2667 3.3680  -0.098
O -1.2015 -0.3653 -0.4700  -0.057
O 4.2265 -1.9853 -6.9490  0.038
N -1.6185 2.0477 7.8030  -0.391
N -0.1485 6.6087 -3.4000  -0.346
H 3.4255 -2.4333 -0.8720  0.045
C 1.3435 -2.9943 1.2060  0.073
C -2.9155 -3.1613 0.9390  -0.020
H -3.1045 -1.8033 3.0010  0.121
C 1.7675 -5.4343 -0.4620  -0.082
H -2.8555 7.3807 1.1250  0.073
H -1.5005 3.1097 5.0020  -0.008
H -2.1895 -1.9103 -2.3140  0.000
C -3.1645 6.2667 -1.0340  0.000
O -2.0045 3.2157 7.8580  0.057
C 3.4675 -2.4313 -1.9170  -0.058
C 0.6535 5.3857 -3.3470  -0.038
C 2.6775 -1.2673 -2.3590  -0.043
N -4.7315 -3.3393 4.4950  -0.323
H 1.8965 1.6997 1.7080  0.124
C -4.2605 -5.2463 1.0670  -0.110
H 2.9055 -1.1583 2.9370  0.035
H 1.2135 -1.9793 1.6460  0.100
H -0.0315 -2.5993 -0.5320  -0.042
C -1.3565 4.2707 0.1530  0.037
H 5.5135 1.3277 1.5890  0.121
O 2.1325 -3.2893 3.8310  0.037
O -0.5205 1.0937 0.8150  -0.066
C -2.0515 -2.4113 -3.1600  -0.021
C -1.6325 5.4777 0.9540  -0.125
H 3.1505 1.9417 0.7810  0.020
H 2.6185 0.5617 0.7070  0.031
H -0.4955 -0.6483 -3.0870  0.093
O -0.7165 0.4337 -4.8820  -0.073
N 2.6345 -4.1553 3.0840  -0.334
C 2.2165 -4.0853 1.6210  -0.067
C 4.2165 -3.3263 -2.9100  -0.052
H -0.6615 3.6267 0.7130  0.085
O -1.4825 1.4387 8.8750  0.042
H 2.6525 1.9007 -2.9540  0.086
O 0.5065 0.9257 -1.0950  -0.076
C 2.6205 -0.9033 -3.8540  0.052
H -3.7555 -1.9833 -5.5180  0.090
H -2.2715 -2.4173 0.1690  0.119
O -0.1715 7.4087 -2.3750  -0.016
C 2.8985 1.2267 1.4120  -0.040
C 2.0235 2.7757 -3.1990  -0.059
C 0.8395 -4.4543 -0.9600  -0.030
N 3.4235 -1.3863 -6.2250  -0.332
H 0.3385 4.8307 -5.5350  0.005
H 2.1695 -0.7173 -1.4360  0.107
C -1.2825 -0.8983 5.0990  0.056
C 0.6275 -3.1803 -0.2000  0.028
C 1.2415 4.9627 -1.9440  0.094
C 2.3765 -5.4153 0.8150  0.057
C -2.5865 6.5667 0.4640  0.082
C -1.0055 -0.4613 -3.9790  -0.321
C -3.2985 -2.7963 2.3710  0.028
H 3.0095 -6.0463 1.3060  0.055
H 1.5165 2.6137 -5.2370  -0.027
H -3.0725 -0.3323 -5.7720  0.122
C 3.1165 -0.2043 3.3740  -0.042
H -3.5515 7.2097 -1.5090  0.092
C -4.2785 -3.6943 3.1660  -0.081
H -1.1985 -3.0823 -3.2110  0.071
C -1.3725 2.2107 5.2430  0.135
H 4.9135 -4.1523 -2.5790  0.099
O -0.7535 6.7287 2.8240  0.028
H -2.5045 -1.8873 -6.1740  -0.005
C -2.8075 -1.3963 -5.4090  -0.015
C 0.8145 4.5337 -4.7510  0.135
H 2.1505 0.2377 3.7050  0.094
H 4.8675 -3.6383 -5.0070  0.110
C -0.9995 0.0157 3.9170  -0.100
H -0.7495 -0.1083 2.8950  0.060
H 2.3255 3.2537 -0.9700  0.093
O -5.5025 -4.1543 5.0850  0.026
C -4.8845 -4.9993 2.4390  0.097
H 3.7385 -0.5443 4.3130  0.135
H 1.9605 -0.0963 -4.2910  0.091
C -0.9775 1.3647 4.0370  -0.076
O -0.8205 6.9397 -4.3910  0.028
H -4.5585 -6.1463 0.4750  0.093
C 1.8925 3.5267 -1.9830  -0.045
O -4.0015 -2.5733 5.1870  0.029
N -1.9045 -1.3493 -4.1640  -0.148
H -1.2645 -1.9223 5.0450  0.029
H 1.0785 5.4877 -1.1150  0.024
N -1.0195 5.5707 2.3070  -0.311
H 0.3715 -4.6673 -1.8740  0.069
C -1.9585 4.0917 -1.2230  -0.057
H 1.7515 -6.1783 -1.1330  0.050
C -1.5485 1.4247 6.5630  -0.105
H -1.6325 -0.5743 7.4220  0.037
H -3.1415 -3.0233 -3.6630  0.179
O -0.8635 4.4637 2.8170  0.054
H -3.1265 -4.5673 -0.7500  0.083
C -2.8215 5.0117 -1.7500  -0.114
C 1.4465 3.1667 -4.5190  0.020
H -0.6935 1.8057 3.1050  0.059

(5)
Here is 6 unconnected molecules or ions with the total composition C12H18N6 at a distorted geometry from the Open Molecules 2025 dataset. Energies are from the ωB97M-V functional and the def2-TZVPD basis.

Properties
* E_LUMO (alpha / beta): 2.386 / 2.356 eV
* HOMO level (alpha / beta): 0.42 / -8.76 eV
* F_max: 4.91 eV/A
* charge: -1
* expectation value of S²: 0.7503
* multiplicity: 2

Last column: Mulliken spin population.
Positions of all 36 atoms, in Å:
H 0.9943 1.1979 -5.7047  -0.001
C 1.5273 1.2713 -4.7567  -0.007
H -4.5749 -0.4123 -0.0999  -0.385
H 2.0440 0.3353 -4.5443  -0.003
C -0.5851 0.9452 -1.1067  0.047
H 5.2683 2.5597 -1.0334  0.000
C 0.0787 0.7166 0.1697  0.080
H 0.2274 -4.4313 3.2065  -0.052
H -3.4622 -1.6987 4.5063  -0.824
C 4.2336 2.2304 -1.1287  0.018
H -3.5667 0.1815 -1.2555  0.043
H 0.8246 1.4132 -3.9356  0.008
H 1.6770 -3.7077 3.7064  -0.032
H 1.0664 1.1610 0.2921  -0.043
N 2.6052 3.6556 0.2994  -0.003
H -3.2954 0.0510 4.8147  -0.138
C -3.3191 -0.7212 4.0457  2.283
C 0.9621 -2.9820 1.9302  -0.059
H -4.0625 -0.3889 3.3211  -0.422
H -0.6567 0.9897 0.9265  -0.016
C -1.9636 -0.5405 3.4385  0.216
N -0.9075 -0.4231 3.0198  -0.431
H 4.2330 1.1685 -0.8830  -0.007
H -2.7986 -0.3926 0.2958  0.250
C -3.3581 -1.8582 -1.1645  0.136
N 2.9732 3.4798 -5.0643  -0.001
C 3.3504 3.1026 -0.3255  0.001
N 1.1333 -2.6296 0.8529  -0.052
C 0.7032 -3.4540 3.2876  0.495
C -3.5596 -0.5683 -0.4645  0.098
N -3.1843 -2.8458 -1.7210  -0.039
H 3.9041 2.1373 -2.1636  -0.007
N -1.1204 1.0756 -2.1499  -0.035
H 0.1358 -0.3568 0.3504  0.010
H 0.1548 -2.7898 3.9557  -0.131
C 2.3181 2.5291 -4.9174  0.003

Calculated total energy / a.u.: -248.251698; -768.500064; -477.075480; -3397.222268; -796.484226
Relative energy (zero: lowest compared OMol25 entry of this formula, charge and spin) / eV: 9.905; 3.754; 0.720; 2.991; 0.327